Entry 1:
Molecular formula: C27H43BBr4Cl6F2N8NaO15S2
Method: DFT, ωB97M-V with the def2-TZVPD basis set

XYZ file:
```
109
Properties=species:S:1:pos:R:3:mulliken_charge:R:1
O -0.71 -7.30 -3.45 -0.616
H 1.02 -3.82 1.27 0.328
H -1.92 -7.45 4.17 0.369
C 1.28 2.56 -5.49 -0.181
H 5.91 6.75 -0.41 0.332
H -0.59 -2.06 -2.56 0.540
C -1.34 2.14 -0.83 -0.409
C -5.17 5.42 4.84 0.904
O 3.33 -1.86 0.69 -0.220
C -0.02 2.07 -0.93 1.346
H 1.59 2.58 -2.18 0.082
H 6.15 -1.11 -2.16 0.300
C 1.73 2.11 -6.88 -0.564
Cl -2.87 8.11 7.36 -0.106
C 5.07 5.14 -1.55 -0.182
O -5.48 -1.59 3.17 -1.075
C 0.88 3.08 -1.52 -1.900
Br 0.88 0.57 -0.16 -0.049
C -5.78 -3.32 -3.83 -0.909
H 6.97 3.93 0.16 0.323
S -2.41 -7.30 -0.67 0.987
H -1.75 -3.61 -0.44 0.146
H -4.45 4.70 4.48 -0.424
H 6.01 -0.08 -0.64 0.529
H -1.49 -0.02 -2.47 -0.055
H -3.03 -0.80 -2.57 0.172
Cl -4.66 7.03 4.31 -0.149
N 0.14 3.79 4.82 0.966
H -2.15 -2.77 -2.42 0.049
H -6.44 -3.47 -4.68 0.328
H 2.54 2.69 -7.30 0.341
C 5.39 -2.10 -0.51 0.082
C 2.70 -3.07 0.14 -0.672
O 1.22 0.22 -5.58 -0.334
C 5.42 3.85 -2.13 0.311
O 5.23 -2.18 1.83 -0.526
H 7.09 5.89 -1.39 0.306
C 0.34 -3.40 -0.68 -0.464
H 2.11 2.93 -4.89 0.141
C -2.12 6.95 8.46 -0.087
H 4.78 5.82 -2.36 0.334
H -6.31 -2.79 -3.05 0.316
S -1.60 -6.27 -3.00 1.000
H -1.01 -6.46 6.39 0.358
N -3.57 0.27 1.13 -0.281
N -2.19 1.17 -0.29 0.149
H 1.96 0.02 -7.50 0.320
N -2.57 -0.08 -0.72 1.413
C -1.73 -6.40 4.37 -0.705
C 6.61 4.91 0.47 -1.121
H -1.13 -2.16 0.29 0.753
O -1.65 -6.40 0.16 -0.359
H -2.76 2.89 4.68 0.299
Br 0.89 -7.34 5.09 -0.176
H 4.19 5.03 -0.92 0.148
H 5.77 4.78 1.14 0.317
C -4.62 -2.55 -4.25 0.511
Br -2.23 3.71 -1.35 -0.063
N -3.69 -1.96 -4.58 -0.470
H -5.00 -0.98 2.61 0.216
Cl -6.74 5.01 4.15 -0.150
C -1.47 -2.10 -1.92 -0.129
Cl -1.53 5.56 7.58 -0.005
H 1.45 3.57 -0.74 0.367
C -0.65 -6.19 5.40 -0.573
Br -1.32 -5.58 2.66 0.079
O -3.25 2.84 3.83 -0.221
Na 2.87 0.44 -1.45 0.661
H 2.83 -3.05 -0.94 0.453
C -2.14 -0.72 -1.96 -0.492
H -1.67 0.73 3.91 0.282
H -1.28 7.45 8.94 0.331
O -1.41 1.40 3.27 -0.320
C 2.11 0.65 -6.63 -0.418
N -3.37 -0.57 0.16 -0.607
H -0.29 -5.17 5.41 0.346
O -3.49 -8.00 -0.07 -0.662
C 6.22 5.75 -0.74 -0.523
H 0.89 2.16 -7.57 0.282
O 0.98 2.91 5.06 -0.627
N -2.80 -6.76 -2.10 -0.440
F -2.44 -5.92 -4.30 -0.290
O 0.41 4.74 4.06 -0.672
O -2.74 2.43 1.55 -0.469
H 0.35 3.79 -2.13 0.649
O -1.02 -5.01 -2.64 -0.461
C 5.85 -1.02 -1.13 -1.202
C 0.76 1.27 -4.88 0.235
H 1.03 -2.12 0.96 0.332
B -2.46 2.21 2.97 0.347
Cl -3.26 6.47 9.73 -0.140
Cl -5.23 5.33 6.60 -0.111
F -1.37 -8.46 -0.99 -0.283
N 5.70 2.82 -2.57 -0.526
C -2.86 1.35 0.86 0.217
H 0.83 -3.13 -1.62 0.511
H 5.52 -3.07 -0.97 0.404
H 0.19 -4.47 -0.64 0.109
H 0.49 3.31 -5.53 0.342
C -1.07 -2.78 -0.60 -0.685
O 0.07 1.14 -3.91 -0.383
H -2.65 -5.93 4.70 0.385
H 3.13 0.54 -6.28 0.237
H 7.41 5.40 1.02 0.326
O -1.01 3.73 5.35 -0.660
C 1.23 -3.09 0.51 -0.862
H 3.20 -3.92 0.60 0.375
H -5.45 -4.29 -3.45 0.263
C 4.68 -2.05 0.79 0.459
```

Its total charge is -1. Its HOMO energy is -2.58 eV. For the LUMO energy, the calculation gives -0.7 eV. The largest force on an atom is 2.3 eV/Å.

Entry 2:
Molecular formula: C32H66O4P2
Method: DFT, ωB97M-V with the def2-TZVPD basis set

XYZ file:
```
104
Properties=species:S:1:pos:R:3:mulliken_charge:R:1
H -0.51 1.19 -0.34 -0.067
H 4.32 -0.31 -4.35 0.417
O 2.12 1.34 8.04 -0.273
H -2.98 3.20 3.66 0.460
C 0.00 1.94 6.26 -0.942
H -0.48 3.49 0.20 0.347
C 1.09 -2.08 3.91 -1.576
H -2.70 -0.13 0.07 -0.093
H -3.82 -1.18 -0.80 0.522
H -3.88 -1.04 -3.33 0.523
C 2.85 0.26 8.43 0.639
C 2.46 -2.15 1.73 -0.927
C -0.74 0.48 -8.89 -1.248
H -3.76 1.04 -1.86 0.532
H 3.89 -1.51 7.93 0.378
H 1.62 2.79 5.10 0.181
H -0.10 -0.45 2.50 -0.928
H 1.10 0.93 0.32 0.734
H 0.74 1.93 -4.38 0.630
H -3.38 -0.44 4.32 0.487
C -1.64 0.54 5.04 -0.141
H 0.44 -2.81 1.98 0.103
C -2.92 0.36 -2.02 0.384
C 1.34 2.69 6.15 -0.746
H -0.10 -0.34 0.45 -0.084
H 2.91 0.32 -5.18 0.295
H 1.12 -4.60 3.74 0.438
C -1.44 1.11 -5.93 -1.462
C 1.38 -2.08 -5.05 -0.942
H 2.22 -1.52 7.35 0.212
H 3.25 -2.55 -4.14 0.495
C -0.71 1.77 4.88 0.191
C 0.28 0.45 -0.20 -1.457
C -3.01 0.59 4.35 -1.765
H 1.69 -2.75 -5.86 0.448
H -1.19 2.71 4.62 0.209
P 0.59 -0.24 3.77 3.115
H -1.11 1.42 -9.30 0.359
H 0.28 -2.57 4.45 0.251
H -2.02 0.98 -2.00 -0.419
O 3.24 0.21 9.57 -0.620
H 0.12 0.70 -8.26 0.241
H -0.14 -1.50 -6.38 0.011
C 3.11 -0.89 7.49 -0.840
H -0.05 -0.76 -1.95 -0.283
H 1.55 -4.93 2.02 0.413
H 3.47 -0.58 6.51 0.312
H -2.07 0.70 2.41 -0.894
C -1.84 -0.99 -3.96 -1.175
C 2.52 1.96 6.81 -0.620
C 0.53 -0.98 -5.69 -0.705
H 2.94 -2.93 1.14 0.477
H 1.14 -0.33 -6.33 0.546
H 2.01 -2.08 4.51 0.211
H -2.67 -0.45 -8.83 0.439
H -2.00 1.83 -5.32 0.537
C -1.17 3.44 1.00 0.126
C 1.71 -4.27 2.88 -1.752
H 2.14 0.68 -2.96 0.309
C -3.05 2.64 2.72 -1.189
H -3.72 1.16 4.97 0.431
C -3.09 -0.30 -3.39 -1.229
H -0.66 2.49 6.93 0.469
C 3.48 -0.59 -4.98 -1.385
C 1.35 -2.79 2.58 1.403
H 1.58 -0.79 -1.33 0.514
H 1.37 1.89 -2.01 0.627
H 2.76 -4.33 3.18 0.343
C -2.42 0.51 -6.94 -0.765
H 1.23 3.70 6.55 0.600
C -2.01 3.11 1.79 -0.346
P -0.59 0.05 -4.73 1.270
C -2.96 1.10 2.90 0.908
C -2.87 -0.64 -0.88 -1.000
H -3.82 0.69 2.36 0.529
H -0.60 1.90 -3.29 0.753
H -1.39 -1.64 -3.21 0.712
H 0.15 0.93 6.65 0.328
C 0.20 1.27 -3.68 -1.117
H 3.30 2.70 6.98 0.350
C 2.64 -1.66 -4.29 0.375
H 3.87 -0.96 -5.93 0.352
H 0.75 -2.69 -4.39 0.333
H 1.76 0.13 2.99 -0.062
H -1.89 0.30 6.09 0.408
H -1.49 -1.24 -7.83 0.261
H 1.42 0.01 4.93 -1.287
H -3.44 0.45 -4.11 0.384
C 0.74 -0.13 -1.54 0.725
H -0.68 1.72 -6.43 0.734
H -3.01 1.34 -7.33 0.501
O -0.88 -0.58 4.66 -0.630
C -1.84 -0.25 -8.14 -0.402
H -0.38 -0.13 -9.72 0.376
H -4.02 2.90 2.30 0.463
H 3.22 -1.67 2.36 0.257
H -2.16 -1.67 -4.76 0.717
O 0.14 1.46 3.82 -0.573
H 2.03 -1.40 1.07 -0.117
H -3.13 -0.14 -6.42 0.243
H 2.36 -1.33 -3.29 -0.416
H 2.90 1.26 6.07 0.214
H -2.08 -1.38 -1.00 0.236
C 1.18 0.95 -2.54 -1.308
```

Its total charge is 0. Its HOMO energy is -6.07 eV. For the LUMO energy, the calculation gives -0.6 eV. The largest force on an atom is 1.4 eV/Å.

Entry 3:
Molecular formula: C22H21F2NO6PS
Method: DFT, ωB97M-V with the def2-TZVPD basis set

XYZ file:
```
54
Properties=species:S:1:pos:R:3:mulliken_charge:R:1
C 5.01 0.75 0.92 -0.523
C -0.51 -2.83 0.26 0.171
H -9.47 -2.33 1.45 0.188
F -4.04 2.22 -2.52 -0.315
C 1.08 -0.53 -0.36 0.255
C -1.87 -1.90 0.12 0.272
H 10.22 0.93 -1.88 0.222
H 5.61 -0.09 -1.17 0.321
O -0.55 -4.16 0.17 -0.526
N 2.48 1.65 -1.13 -0.308
C -0.21 -0.10 -1.31 0.101
C -4.47 -0.01 -0.16 -0.081
O -6.60 1.61 1.30 -0.533
F -5.96 -1.89 1.23 -0.227
O -7.30 -0.13 -0.88 -0.427
O 0.00 0.47 -2.52 -0.546
C 2.45 0.40 -0.27 0.072
O -9.54 -4.32 0.85 -0.814
H -9.17 -2.57 -0.21 0.091
C -4.64 -1.47 0.63 0.240
C -2.95 2.00 -1.53 0.221
C 9.56 0.48 -1.01 -0.574
C -2.98 3.09 -0.27 -0.884
C 3.63 -0.12 0.74 0.560
C 0.91 -1.96 0.48 0.233
C -3.29 -2.41 0.76 -0.675
C -3.03 0.50 -0.79 0.084
C -9.06 -3.09 0.76 -0.132
H -7.94 0.36 -1.48 0.334
H 1.99 -3.50 2.05 0.305
H 4.31 -1.93 2.34 0.174
C 5.74 0.88 -0.54 -0.392
C 7.37 1.20 -0.40 -0.421
H 4.78 1.80 1.42 0.228
H 5.25 1.77 -1.12 0.260
H 9.74 1.16 -0.06 0.280
P -6.11 1.03 -0.28 0.277
S 2.34 4.30 0.42 -0.134
H -3.36 -3.45 1.35 0.306
H -7.98 -2.95 0.94 -0.095
H 5.70 0.17 1.69 0.350
H 7.58 2.34 -0.66 0.214
H -4.08 3.39 0.04 0.263
H 7.70 0.90 0.68 0.314
H 10.01 -0.59 -0.77 0.212
H -5.78 1.56 1.88 0.325
C 2.17 2.73 -0.30 0.270
C -1.70 -0.45 -0.69 0.219
C 3.46 -1.53 1.60 -0.622
H -1.94 2.17 -2.11 0.262
C 2.12 -2.48 1.47 -0.636
H -2.26 4.01 -0.44 0.296
O 8.12 0.38 -1.38 -0.338
H -2.54 2.51 0.68 0.282
```

Its total charge is -1. Its HOMO energy is -2.14 eV. For the LUMO energy, the calculation gives -0.4 eV. The largest force on an atom is 8.5 eV/Å.

Question: Look up the HOMO energy of the first one.
Answer: -2.58 eV